[1]
Formula: HO3P2S2
Source: the OMol25 dataset
Level of theory: the ωB97M-V functional and the def2-TZVPD basis

Lowest unoccupied orbital energy, eV: 3.52
Structure (SMILES): O=P1=[P@]([O-])(O)SS1
Kohn-Sham gap, eV: 7.21
Energy above the lowest of the compared OMol25 structures with the same formula, charge and spin, eV: 1.4179
HOMO level, hartree: -0.136

ORCA input file:
```
! RIJCOSX wB97M-V def2-TZVPD def2/J DEFGRID3
* xyz -1 1
O -1.221 1.186 -1.259
O 1.101 -0.386 0.273
O 2.279 1.681 1.076
P -0.721 2.234 -0.334
P 0.969 1.063 0.831
S -1.642 1.990 1.729
S -0.182 1.092 2.736
H 0.406 -0.669 -0.409
*
```

=====

[2]
Formula: C3H7NSi
Source: the OMol25 dataset
Level of theory: the ωB97M-V functional and the def2-TZVPD basis

Lowest unoccupied orbital energy, eV: -1.86
Kohn-Sham gap, eV: 7.81
Energy above the lowest of the compared OMol25 structures with the same formula, charge and spin, eV: 4.0156
HOMO level, hartree: -0.355

ORCA input file:
```
! RIJCOSX wB97M-V def2-TZVPD def2/J DEFGRID3
* xyz 0 1
C -3.486 -0.237 0.040
C 1.915 -0.257 -0.231
C 0.524 -0.502 0.383
N -4.533 -0.695 0.049
Si -0.572 0.985 0.083
H 1.912 -0.196 -1.230
H 2.193 0.733 0.010
H 2.768 -0.895 0.041
H 0.646 -0.834 1.374
H 0.121 -1.513 -0.116
H -0.825 1.332 -1.420
H -0.665 2.081 1.017
*
```

=====

[3]
Formula: C4H8NO2
Source: the OMol25 dataset
Level of theory: the ωB97M-V functional and the def2-TZVPD basis

Lowest unoccupied orbital energy, eV: -3.52
Kohn-Sham gap, eV: 11.15
Energy above the lowest of the compared OMol25 structures with the same formula, charge and spin, eV: 0.7649
HOMO level, hartree: -0.539

ORCA input file:
```
! RIJCOSX wB97M-V def2-TZVPD def2/J DEFGRID3
* xyz 1 1
C -3.205 -0.419 -0.126
C 0.773 0.592 0.435
C 0.842 -0.378 -0.465
C 1.558 -1.633 -0.138
N 0.076 1.782 0.231
O -2.291 0.311 -0.224
O -4.180 -1.018 -0.016
H 1.245 0.540 1.343
H 0.387 -0.355 -1.473
H 0.963 -2.488 0.088
H 2.004 -1.570 0.871
H 2.236 -1.616 -1.049
H 0.478 2.568 0.652
H -0.829 1.672 0.609
H -0.057 2.013 -0.739
*
```